{
  "formula": "C10H12Si",
  "method": "wB97M-V/def2-TZVPD",
  "elements": ["C", "C", "C", "C", "C", "C", "C", "C", "C", "C", "Si", "H", "H", "H", "H", "H", "H", "H", "H", "H", "H", "H", "H"],
  "positions_angstrom": [[0.931528, -0.987539, -2.876363], [0.493462, 0.394312, -2.847386], [0.975302, -1.703673, -1.799281], [-0.001110, 0.870890, -1.622841], [0.586426, -1.264770, -0.473013], [-0.130932, -0.010763, -0.503296], [0.940700, -1.921648, 0.631640], [0.909174, -1.412579, 1.985712], [1.545392, -0.292389, 2.377835], [-1.064385, 0.344460, 0.401515], [-2.206473, 1.861621, 0.472087], [1.390192, -1.389334, -3.745818], [0.597175, 1.065475, -3.832858], [1.415208, -2.620285, -1.876605], [-0.158807, 1.878362, -1.472469], [1.565973, -2.796124, 0.543855], [0.490437, -2.074796, 2.720579], [1.552291, 0.054402, 3.352977], [2.049288, 0.344458, 1.712548], [-1.259207, -0.252266, 1.283061], [-3.379807, 1.443782, -0.161675], [-1.451369, 2.850880, -0.252794], [-2.846102, 2.234560, 1.819074]],
  "forces_ev_per_a": [[-0.2, 2.0, -1.7], [-0.8, 2.4, 0.4], [-0.4, -0.3, 2.2], [2.4, -2.2, -4.2], [0.1, -0.1, -0.7], [-1.7, 0.9, 1.2], [0.8, 0.2, -0.3], [0.9, 1.2, 0.9], [-1.1, -1.9, -1.1], [-0.7, 0.7, 1.3], [1.0, -0.9, 1.0], [0.0, -0.2, -0.9], [-0.3, -1.5, 2.6], [1.1, -2.6, 0.0], [-0.7, 1.9, 0.0], [-0.2, -0.6, -0.3], [-0.3, -0.1, 0.5], [-0.1, 0.3, 2.0], [0.5, 0.6, -1.2], [0.2, -0.7, -0.1], [-1.5, -0.3, -1.2], [-0.1, 1.1, -0.1], [1.1, -0.1, -0.5]],
  "mulliken_charge": [-0.43, -0.46, -0.98, -0.73, 0.74, 1.04, -0.32, -0.58, -0.74, -0.69, 0.44, 0.38, 0.23, 0.43, 0.38, 0.34, 0.35, 0.31, 0.30, 0.38, -0.14, -0.15, -0.12],
  "total_energy_ev": -18438.072,
  "fmax_ev_per_a": 5.32,
  "smiles": "C=C/C=c1/cccc/c1=C\\[SiH3]"
}